{
  "formula": "C56H79BBiBrO4P3SeSi2",
  "method": "ωB97M-V with the def2-TZVPD basis set",
  "multiplicity": 1,
  "energy_ev": -253078.2774,
  "de_lowest_ev": 0.6875,
  "charge": -1,
  "species": ["Bi", "C", "C", "C", "P", "C", "C", "C", "C", "C", "C", "C", "C", "C", "Si", "C", "C", "C", "C", "C", "C", "P", "C", "C", "C", "C", "C", "C", "C", "C", "C", "C", "C", "C", "P", "C", "C", "C", "C", "C", "C", "H", "H", "H", "H", "H", "H", "H", "H", "H", "H", "H", "H", "H", "H", "H", "H", "H", "H", "H", "H", "H", "H", "H", "H", "H", "H", "H", "H", "H", "H", "H", "H", "H", "H", "H", "H", "H", "H", "H", "H", "H", "H", "H", "H", "H", "H", "H", "H", "H", "H", "H", "H", "H", "H", "C", "Si", "C", "C", "Se", "H", "H", "H", "H", "H", "H", "H", "H", "H", "C", "C", "C", "C", "C", "C", "C", "C", "O", "B", "O", "C", "C", "H", "H", "H", "H", "H", "H", "H", "H", "H", "H", "H", "H", "Br", "C", "C", "C", "C", "C", "C", "C", "O", "O", "H", "H", "H", "H"],
  "positions_angstrom": [[-0.539492, -1.043665, -0.054237], [-2.622435, -4.115276, 5.482238], [-2.151227, -4.104827, 4.030226], [-3.353146, -4.367278, 3.111196], [-1.133113, -2.696171, 3.273064], [0.597313, -3.213502, 3.800134], [1.143290, -4.270387, 2.832242], [0.718100, -3.683424, 5.247554], [-1.205098, -1.135899, 4.266341], [-1.462989, -1.217210, 5.636850], [-1.401421, -0.116493, 6.472905], [-1.044406, 1.106543, 5.946356], [-0.798191, 1.208413, 4.588133], [-0.904229, 0.135632, 3.690525], [-0.640156, 0.776691, 1.847559], [0.697645, 2.109848, 2.203022], [0.449902, 3.480043, 2.114749], [1.343538, 4.408252, 2.626400], [2.511765, 3.986773, 3.242240], [2.826839, 2.637483, 3.253097], [1.947926, 1.704426, 2.710644], [2.442468, -0.013859, 2.335100], [3.476791, -0.483935, 3.821347], [2.612332, -0.412858, 5.080699], [4.025785, -1.897896, 3.612839], [3.756203, 0.341712, 1.009132], [5.185958, 0.605742, 1.476750], [3.302227, 1.487927, 0.098804], [-2.199058, 1.842329, 1.459762], [-2.540782, 2.919563, 2.279625], [-3.463004, 3.876584, 1.890083], [-4.041042, 3.802425, 0.633472], [-3.769256, 2.714525, -0.175745], [-2.886367, 1.723776, 0.240739], [-2.858226, 0.107476, -0.592862], [-4.413639, -0.615000, 0.168587], [-5.671731, 0.175704, -0.190876], [-4.320516, -0.703875, 1.686548], [-3.242975, 0.328528, -2.397014], [-4.033469, -0.844959, -2.988101], [-1.919814, 0.524414, -3.138504], [-3.129616, -5.064151, 5.680461], [-3.343830, -3.316803, 5.662946], [-1.803693, -4.025315, 6.195952], [-1.456426, -4.939912, 3.885272], [-4.168103, -3.675011, 3.333238], [-3.728367, -5.383642, 3.265226], [-3.077679, -4.256215, 2.061974], [1.176398, -2.294765, 3.680543], [0.388485, -5.011379, 2.564999], [1.995769, -4.793395, 3.275454], [1.475976, -3.822975, 1.896912], [0.192025, -4.627840, 5.400321], [0.326862, -2.940548, 5.945289], [1.768666, -3.853505, 5.500005], [-1.697587, -2.173979, 6.076717], [-1.608428, -0.226036, 7.530996], [-0.954102, 1.977663, 6.583795], [-0.512268, 2.178640, 4.200204], [-0.443574, 3.833993, 1.620383], [1.120843, 5.465552, 2.553358], [3.199413, 4.708157, 3.667746], [3.769401, 2.314978, 3.680203], [4.311043, 0.213933, 3.919427], [1.718805, -1.035969, 4.979473], [2.278674, 0.608163, 5.267587], [3.174613, -0.761926, 5.951351], [3.217219, -2.627107, 3.666149], [4.761658, -2.143516, 4.382420], [4.498557, -2.007729, 2.634898], [3.760472, -0.581774, 0.424225], [5.251985, 1.524501, 2.063426], [5.819522, 0.734413, 0.594954], [5.601532, -0.217869, 2.057502], [3.402625, 2.446746, 0.606452], [2.257970, 1.400541, -0.208239], [3.921613, 1.513766, -0.801422], [-2.075026, 3.006233, 3.254282], [-3.697776, 4.699570, 2.554418], [-4.727289, 4.569777, 0.297967], [-4.237945, 2.661338, -1.149187], [-4.465660, -1.618704, -0.251053], [-5.641892, 1.174832, 0.242199], [-6.535552, -0.345822, 0.227163], [-5.824750, 0.266689, -1.266381], [-4.169730, 0.274892, 2.140757], [-3.502022, -1.349931, 1.983627], [-5.247604, -1.121461, 2.086728], [-3.833595, 1.243019, -2.480512], [-3.701599, -1.788695, -2.562639], [-3.870319, -0.875406, -4.067034], [-5.105557, -0.754444, -2.811024], [-1.345400, -0.405391, -3.137351], [-1.312406, 1.308652, -2.675959], [-2.108012, 0.801824, -4.178119], [-1.110948, 6.417365, -2.827297], [-1.068753, 4.533667, -3.057019], [0.036696, 4.145810, -4.550425], [-2.853046, 4.107450, -3.576993], [-0.364643, 3.503456, -1.234946], [-1.587396, 6.920529, -3.675794], [-0.103397, 6.819837, -2.705959], [-1.678128, 6.655735, -1.925421], [-0.257453, 4.698193, -5.449223], [-0.001309, 3.076135, -4.771780], [1.072681, 4.400447, -4.316382], [-3.100925, 4.589204, -4.528762], [-3.558189, 4.470145, -2.824551], [-3.001210, 3.032268, -3.696080], [6.618209, 1.836958, -4.965216], [5.259858, 1.393407, -5.530996], [5.499650, 0.385357, -6.665646], [4.563239, 2.622760, -6.117521], [4.431499, 0.739415, -4.424499], [4.958497, -0.367017, -3.749097], [4.277728, -1.019554, -2.727809], [3.030505, -0.535948, -2.402549], [2.142933, -0.962968, -1.456423], [1.026518, -0.110230, -1.558348], [1.233140, 0.787214, -2.583784], [2.478188, 0.543667, -3.081081], [3.159749, 1.200695, -4.082963], [7.188550, 2.370242, -5.729756], [7.213447, 0.983536, -4.639080], [6.479900, 2.501464, -4.110704], [6.159156, 0.821100, -7.420442], [4.557428, 0.113223, -7.144551], [5.965258, -0.526639, -6.291546], [5.174278, 3.045661, -6.917168], [4.420323, 3.390648, -5.355367], [3.592056, 2.362757, -6.540512], [5.934582, -0.744741, -4.026437], [4.693802, -1.880553, -2.220857], [2.692004, 2.045364, -4.568982], [-0.467702, -3.329537, -4.275764], [-2.071155, -4.312915, -3.958730], [-2.683792, -4.913148, -5.048285], [-3.866084, -5.613000, -4.864195], [-4.438700, -5.690527, -3.603087], [-3.820402, -5.074319, -2.527398], [-2.622368, -4.385233, -2.685383], [-1.970229, -3.736648, -1.459323], [-0.799781, -4.051741, -1.217073], [-2.721731, -2.947491, -0.813859], [-2.237458, -4.830684, -6.029989], [-4.343691, -6.086352, -5.712965], [-5.365007, -6.232295, -3.456720], [-4.252957, -5.117154, -1.535007]],
  "forces_ev_per_angstrom": [[0.051, -0.739, 0.205], [0.020, -0.190, -0.031], [-0.133, 0.324, -0.238], [0.117, -0.060, 0.007], [0.415, 0.155, -0.160], [-0.225, -0.179, -0.086], [0.012, 0.118, -0.015], [0.085, 0.113, -0.050], [-0.219, 0.191, -0.053], [0.021, 0.017, 0.042], [-0.021, -0.017, 0.145], [-0.009, 0.051, 0.026], [-0.042, 0.109, -0.153], [0.063, -0.374, -0.048], [-0.325, 0.712, 0.915], [0.399, -0.227, -0.266], [-0.133, -0.012, -0.082], [0.039, 0.032, 0.087], [0.053, 0.041, -0.010], [-0.060, -0.019, 0.094], [-0.148, -0.067, -0.111], [0.506, 0.177, 0.079], [-0.307, -0.139, -0.141], [0.030, 0.066, -0.030], [-0.002, 0.120, -0.045], [-0.149, -0.107, 0.052], [-0.082, -0.021, 0.008], [0.030, -0.151, 0.021], [0.149, -0.162, -0.216], [-0.111, -0.154, 0.169], [0.070, 0.062, 0.043], [-0.074, -0.063, 0.032], [-0.020, 0.078, -0.056], [0.091, -0.021, 0.102], [-0.805, 0.559, -0.268], [0.138, -0.089, -0.038], [0.091, 0.042, -0.213], [0.133, -0.108, -0.049], [0.248, -0.141, -0.013], [-0.016, 0.026, 0.101], [0.035, 0.106, 0.118], [-0.019, -0.009, -0.003], [0.003, -0.031, 0.023], [-0.111, -0.084, 0.007], [0.034, 0.023, 0.024], [-0.002, 0.067, -0.056], [-0.039, 0.041, 0.024], [-0.067, 0.007, -0.041], [-0.115, -0.103, -0.106], [-0.001, -0.101, 0.065], [-0.015, -0.018, -0.012], [-0.059, 0.077, -0.084], [0.021, 0.002, 0.013], [0.068, -0.096, 0.011], [0.036, 0.001, -0.004], [0.067, 0.285, -0.065], [0.004, -0.011, 0.002], [-0.002, 0.028, -0.032], [0.051, -0.058, 0.159], [0.058, 0.028, -0.002], [-0.016, -0.008, -0.054], [-0.008, 0.003, 0.007], [0.008, -0.008, -0.031], [0.001, 0.017, -0.022], [0.099, 0.133, 0.123], [-0.022, -0.003, 0.057], [-0.005, -0.002, 0.010], [0.047, -0.050, 0.002], [0.001, -0.028, 0.001], [0.048, -0.054, 0.036], [0.007, 0.009, -0.058], [0.013, -0.012, 0.021], [0.011, 0.038, 0.003], [0.015, 0.047, 0.044], [-0.033, 0.041, -0.008], [0.021, 0.149, 0.068], [-0.003, 0.000, 0.020], [-0.061, 0.110, -0.096], [0.000, 0.003, -0.011], [0.038, 0.020, -0.033], [-0.024, -0.038, 0.026], [0.045, -0.071, -0.017], [-0.061, -0.015, 0.022], [0.000, -0.027, -0.008], [-0.030, 0.070, 0.075], [-0.028, 0.050, 0.017], [0.240, -0.167, 0.160], [0.013, -0.049, -0.035], [0.046, 0.036, 0.066], [0.040, -0.157, -0.036], [-0.012, 0.021, 0.003], [0.043, -0.050, -0.028], [-0.042, -0.057, -0.074], [-0.013, 0.015, -0.063], [-0.032, -0.028, -0.009], [0.003, -0.090, -0.159], [0.039, -0.037, 0.226], [-0.120, 0.099, -0.016], [0.131, 0.032, -0.037], [0.032, 0.212, -0.072], [0.025, 0.011, -0.017], [0.012, -0.008, 0.024], [0.005, -0.013, 0.022], [-0.022, -0.019, -0.011], [-0.004, -0.022, 0.009], [0.011, 0.001, 0.043], [-0.014, 0.003, -0.004], [0.009, -0.009, 0.031], [0.024, -0.006, 0.006], [-0.049, -0.006, -0.002], [0.073, 0.059, -0.091], [-0.032, 0.046, 0.061], [0.026, -0.075, 0.062], [0.030, -0.111, -0.001], [0.037, 0.026, 0.023], [-0.094, -0.110, 0.138], [-0.043, 0.327, -0.372], [-0.137, -0.123, 0.149], [0.214, -0.193, -0.083], [-0.442, 0.217, -0.026], [0.376, -0.509, 0.137], [-0.233, 0.141, -0.006], [-0.001, -0.003, -0.006], [0.004, 0.000, 0.029], [0.010, 0.009, -0.002], [-0.014, -0.003, -0.017], [-0.001, -0.020, 0.006], [0.012, -0.016, -0.023], [0.020, 0.000, 0.008], [-0.054, 0.030, -0.033], [-0.016, 0.048, -0.008], [0.015, 0.030, -0.001], [0.026, 0.027, -0.001], [0.018, -0.002, 0.012], [-0.118, -0.031, -0.014], [0.017, 0.018, 0.061], [0.011, 0.001, -0.003], [-0.040, 0.011, -0.080], [-0.004, -0.059, 0.074], [0.010, -0.015, -0.041], [0.224, 0.207, 0.083], [-0.139, -0.079, 0.082], [-0.039, 0.029, 0.045], [0.062, -0.113, -0.130], [0.002, 0.010, 0.001], [0.001, -0.004, -0.001], [-0.003, -0.002, -0.016], [-0.029, 0.038, -0.032]]
}